# 1
Molecular formula: C16H35N3O5Tl
Method: DFT, ωB97M-V/def2-TZVPD

The geometry in XYZ format:
```
60
Properties=species:S:1:pos:R:3:nbo_charge:R:1
Tl 0.2077 0.0716 0.1788 1.1969
C -0.5469 3.1581 -1.0901 -0.0918
C -0.8947 2.2759 -2.2588 -0.1037
O -1.3168 1.0159 -1.7218 -0.5883
C -1.6055 0.0184 -2.7157 -0.0946
C -0.3905 -0.7908 -3.0585 -0.1015
O -0.0366 -1.5492 -1.8917 -0.5886
C 0.9850 -2.5226 -2.1492 -0.1030
C 1.7174 -2.8403 -0.8658 -0.0905
O 2.1213 -1.6883 -0.1222 -0.5713
C 3.3853 -1.0996 -0.4538 -0.0926
C 3.2673 -0.1358 -1.6038 -0.0953
O 2.1852 0.7682 -1.3322 -0.6004
C 2.4314 2.1429 -1.6660 -0.0951
C 1.8424 3.0040 -0.5828 -0.0920
O 0.4972 2.6215 -0.2680 -0.5745
H -1.4227 3.2369 -0.4436 0.2024
H -0.2905 4.1603 -1.4377 0.2393
H -0.0591 2.1378 -2.9452 0.1943
H -1.7173 2.7410 -2.8081 0.2356
H -2.0217 0.4797 -3.6123 0.2375
H -2.3658 -0.6351 -2.2866 0.2126
H 0.4535 -0.1579 -3.3489 0.1966
H -0.6289 -1.4602 -3.8880 0.2362
H 1.6570 -2.1600 -2.9265 0.2013
H 0.5267 -3.4471 -2.5077 0.2323
H 2.5792 -3.4678 -1.1003 0.2390
H 1.0612 -3.4055 -0.1998 0.1932
H 4.1224 -1.8689 -0.6915 0.2335
H 3.7114 -0.5658 0.4385 0.2128
H 3.0756 -0.6584 -2.5405 0.1996
H 4.2123 0.3981 -1.7055 0.2312
H 1.9867 2.3667 -2.6354 0.2000
H 3.4996 2.3489 -1.7329 0.2310
H 1.8878 4.0516 -0.8858 0.2340
H 2.4128 2.8808 0.3373 0.2138
C -2.0324 1.1896 2.9356 -0.2431
C -0.5284 1.1379 3.4250 -0.2505
N 0.2404 0.0018 3.0202 -0.4828
C 0.0228 -1.3341 3.5098 -0.2448
C -1.2728 -2.0477 2.9861 -0.2631
N -1.4053 -2.0158 1.5646 -0.4081
C -2.6059 -1.6441 0.8859 -0.2483
C -3.2294 -0.2572 1.3178 -0.2422
N -2.3140 0.8148 1.5810 -0.5365
H -2.3226 2.2268 3.1118 0.2614
H -2.6276 0.5684 3.6007 0.2242
H -0.6046 1.1864 4.5172 0.2593
H -0.0143 2.0313 3.0759 0.2360
H 1.2136 0.2164 2.8619 0.4170
H -0.0735 -1.3435 4.6003 0.2663
H 0.8864 -1.9381 3.2371 0.2407
H -2.1642 -1.6262 3.4415 0.2322
H -1.1708 -3.0835 3.3271 0.2781
H -0.7493 -2.5772 1.0330 0.4142
H -3.3921 -2.3799 1.1056 0.2667
H -2.4126 -1.6591 -0.1854 0.2261
H -3.8467 -0.4333 2.1967 0.2346
H -3.8918 0.0109 0.4962 0.2597
H -2.2347 1.5304 0.8764 0.4133
```

Total charge ... +3
Frontier orbital gap (alpha / beta) ... 6.1 / 5.5 eV

***

# 2
Molecular formula: C16H35NNiOP2Sb
Method: DFT, ωB97M-V/def2-TZVPD

The geometry in XYZ format:
```
57
Properties=species:S:1:pos:R:3:lowdin_spin:R:1
Ni -0.1981 -0.2087 -0.1454 1.5505
C -0.0009 0.9740 3.2252 0.0030
P -0.0997 -0.5652 2.2499 0.0402
C -1.1864 -1.6194 3.2600 0.0135
C 1.5654 -1.2966 2.5264 0.0029
C 2.6354 -0.4631 1.8144 0.0075
P 2.1582 -0.1500 0.0675 0.0546
C 2.7906 -1.5944 -0.8399 0.0084
C 3.2482 1.2086 -0.4511 0.0132
H 0.3855 0.7843 4.2277 0.0008
H -0.9934 1.4159 3.3133 0.0001
H 0.6462 1.6951 2.7240 0.0000
H -0.8652 -1.6453 4.3017 0.0028
H -1.1823 -2.6362 2.8666 0.0000
H -2.2056 -1.2367 3.2061 0.0003
H 1.5465 -2.3149 2.1271 0.0001
H 1.7783 -1.3746 3.5949 0.0011
H 3.6101 -0.9531 1.8590 0.0019
H 2.7483 0.5081 2.3025 0.0000
H 3.8716 -1.6962 -0.7399 0.0022
H 2.5261 -1.4882 -1.8920 -0.0001
H 2.3081 -2.4987 -0.4668 0.0000
H 4.2935 0.9788 -0.2415 0.0033
H 2.9704 2.1224 0.0748 0.0003
H 3.1300 1.3767 -1.5220 0.0003
N -1.5290 -2.0516 -0.4785 0.0382
C -2.8619 -1.5556 -0.3583 0.0036
C -3.3811 -0.7089 -1.3357 0.0034
C -4.6649 -0.2042 -1.1994 -0.0004
C -5.4389 -0.5241 -0.0917 0.0029
C -4.9198 -1.3679 0.8788 -0.0001
C -3.6382 -1.8838 0.7476 0.0026
H -1.4130 -2.9373 -0.0044 0.0003
H -1.2314 -2.1130 -1.4491 -0.0009
H -2.7680 -0.4710 -2.1963 -0.0002
H -5.0697 0.4356 -1.9734 -0.0001
H -6.4422 -0.1324 0.0057 0.0002
H -5.5201 -1.6435 1.7360 -0.0001
H -3.2553 -2.5730 1.4913 0.0002
C -3.0213 2.2396 1.2178 0.0104
Sb -1.2942 2.2029 -0.0319 0.0455
C -2.1385 2.8648 -1.8687 0.0107
C -0.3685 4.0189 0.6166 0.0148
H -3.6063 3.1370 1.0219 0.0014
H -2.7192 2.2425 2.2641 0.0000
H -3.6337 1.3588 1.0275 0.0001
H -2.7533 3.7475 -1.7002 0.0015
H -2.7513 2.0676 -2.2844 0.0000
H -1.3461 3.1046 -2.5735 0.0000
H -1.0807 4.8388 0.5379 0.0019
H 0.5025 4.2466 0.0044 0.0000
H -0.0544 3.9251 1.6553 0.0000
C 0.4391 0.5284 -2.8573 0.0076
O -0.2476 -0.3700 -2.0403 0.1437
H 0.8343 1.4018 -2.3074 0.0018
H -0.2063 0.9194 -3.6543 0.0021
H 1.2937 0.0494 -3.3565 0.0019
```

Expectation value of S² ... 2.01
Energy above the lowest of the compared OMol25 structures with the same formula, charge and spin ... 16.6 kJ/mol
Total charge ... +1
Multiplicity ... 3
Frontier orbital gap (alpha / beta) ... 8.7 / 8.2 eV

***

# 3
Molecular formula: C16H36BO20S5
Method: DFT, ωB97M-V/def2-TZVPD

The geometry in XYZ format:
```
78
Properties=species:S:1:pos:R:3:lowdin_charge:R:1
B -0.4432 -2.1664 4.0494 -0.5357
C 1.2220 -2.2546 3.8732 -0.3059
C 1.7884 -0.7490 4.1917 -0.2690
C 2.8810 -0.1838 3.0957 -0.2192
C 2.5976 1.4601 2.9811 -0.2212
C 1.2776 1.6920 2.0049 -0.2410
C 1.4026 3.0473 1.0656 -0.1377
H -0.6182 -1.9212 5.1902 -0.0305
H -0.8324 -1.2051 3.4490 -0.0290
H -0.9867 -3.1358 3.6660 -0.0491
H 1.5953 -2.9752 4.7249 0.0662
H 1.4728 -2.6678 2.8075 0.0715
H 0.8742 0.0062 4.2442 0.0809
H 2.3326 -0.7597 5.2526 0.1039
H 3.9775 -0.3859 3.5148 0.0980
H 2.7640 -0.6785 2.0254 0.1045
H 3.5537 2.0428 2.6307 0.0744
H 2.2909 1.8028 4.0818 0.1050
H 0.3539 1.7730 2.7194 0.1087
H 1.0811 0.7438 1.3180 0.1049
H 2.1759 2.8477 0.2090 0.0796
H 0.3417 3.2613 0.5847 0.0536
H 1.7020 3.9458 1.7705 0.0620
C -0.3965 1.0618 -3.4108 -0.1930
C -1.8949 1.3152 -3.2680 -0.1720
O -2.2676 0.6728 -2.0510 -0.2026
S -1.0130 0.7393 -1.0109 0.6675
O -1.2248 1.8578 -0.1192 -0.2531
O -0.7360 -0.5989 -0.5429 -0.2207
O 0.1342 1.1597 -2.0902 -0.1895
H -0.2014 0.0505 -3.7822 0.1353
H 0.0843 1.7896 -4.0699 0.0954
H -2.4672 0.9130 -4.1073 0.1377
H -2.1054 2.3848 -3.1635 0.1327
C -3.8124 -2.7859 0.5397 -0.1489
C -5.3300 -2.7458 0.6970 -0.1665
O -5.8192 -2.2206 -0.5349 -0.2037
S -4.8270 -2.6891 -1.7418 0.6861
O -5.4031 -3.8560 -2.3722 -0.2513
O -4.4196 -1.5161 -2.4797 -0.2451
O -3.5795 -3.1770 -0.8124 -0.2868
H -3.3744 -1.7935 0.6875 0.1411
H -3.3446 -3.4953 1.2277 0.1373
H -5.6455 -2.1200 1.5353 0.1364
H -5.7402 -3.7536 0.8211 0.1281
C 4.4709 6.0523 5.3100 -0.1802
C 3.2950 5.1041 5.0909 -0.1731
O 3.2767 4.8503 3.6880 -0.2118
S 4.8058 4.8932 3.1219 0.6686
O 5.2962 3.5350 3.0435 -0.2404
O 4.8556 5.8134 2.0096 -0.2405
O 5.4909 5.6072 4.4175 -0.1995
H 4.2051 7.0791 5.0387 0.1288
H 4.8314 6.0312 6.3420 0.1334
H 2.3457 5.5355 5.4171 0.1376
H 3.4567 4.1505 5.6045 0.1346
C -2.2184 -8.1099 -1.1591 -0.1811
C -2.5193 -7.9165 0.3247 -0.1817
O -1.7315 -6.7967 0.7225 -0.1845
S -1.5933 -5.7715 -0.5386 0.7351
O -2.5850 -4.7305 -0.3846 -0.2440
O -0.1914 -5.4976 -0.7531 -0.2163
O -2.1060 -6.7945 -1.6998 -0.1892
H -1.2609 -8.6206 -1.3037 0.1296
H -3.0077 -8.6665 -1.6713 0.1323
H -2.2656 -8.7972 0.9195 0.1331
H -3.5726 -7.6618 0.4833 0.1305
C 1.5573 3.9735 -7.4718 -0.1711
C 0.7693 3.5005 -8.6904 -0.1767
O 0.1159 2.3046 -8.2712 -0.1902
S -0.2351 2.4216 -6.6826 0.6876
O -1.6116 2.8457 -6.5547 -0.2248
O 0.2958 1.2585 -6.0105 -0.2396
O 0.7233 3.6973 -6.3478 -0.1873
H 2.4845 3.4030 -7.3563 0.1348
H 1.7911 5.0404 -7.5200 0.1375
H 1.4120 3.3069 -9.5525 0.1366
H -0.0017 4.2272 -8.9674 0.1327
```

Energy above the lowest of the compared OMol25 structures with the same formula, charge and spin ... 459.3 kJ/mol
Total charge ... -1
Frontier orbital gap ... 5.5 eV

***

# 4
Molecular formula: C16H36F12Mg2N2O14S4
Method: DFT, ωB97M-V/def2-TZVPD

The geometry in XYZ format:
```
86
Properties=species:S:1:pos:R:3:lowdin_charge:R:1
Mg -0.0964 18.0074 6.1228 1.0961
Mg -5.5210 19.3646 8.8387 1.4538
C -4.2302 15.6247 8.8170 -0.5571
F -3.4733 14.5904 8.4378 0.1658
F -5.1014 15.9526 7.7908 0.1009
F -4.7842 15.2232 9.9564 0.1760
S -3.0581 17.1636 9.1224 0.7255
O -1.9739 16.7085 9.9903 -0.2522
O -2.5081 17.5835 7.8049 -0.4454
N -4.2569 18.3272 9.7754 -0.4570
S -3.9311 18.3283 11.3898 0.6265
O -4.9096 19.1850 12.0790 -0.2740
O -3.7769 17.0125 11.9093 -0.2613
C -2.2965 19.4128 11.4355 -0.6670
F -1.4229 18.7378 12.1940 0.1667
F -1.8667 19.6537 10.2405 0.1686
F -2.7061 20.5354 11.9459 0.1863
C -4.4110 19.1679 16.5952 -0.7132
F -4.7725 18.1204 17.2232 0.2231
F -5.3510 19.5192 15.7464 0.1622
F -4.2400 20.1622 17.3970 0.2184
S -2.7800 18.9722 15.4721 0.7863
O -3.1456 18.0796 14.3844 -0.3066
O -2.5050 20.3688 15.0544 -0.2832
N -1.5229 18.5092 16.6631 -0.1571
S -1.6576 16.9922 16.9995 0.6154
O -2.8216 16.3560 16.4018 -0.2643
O -0.3485 16.3340 16.8537 -0.2010
C -2.0636 16.9955 18.9506 -0.5402
F -3.2746 17.4034 19.2692 0.1748
F -1.8700 15.7135 19.4567 0.1109
F -1.1062 17.7595 19.5261 0.1306
C -5.9129 12.9632 13.8289 -0.0527
C -4.9447 14.1065 13.5240 -0.2589
O -5.5993 15.1537 12.7931 -0.1261
H -6.9008 13.3547 14.0715 0.0750
H -5.5266 12.4869 14.7299 0.0803
H -6.0855 12.2652 13.0097 0.0779
H -4.1782 13.7955 12.8142 0.1059
H -4.3948 14.5092 14.3746 0.1124
H -5.0235 15.9218 12.7888 0.0322
C -7.8958 18.2430 13.8323 -0.1007
C -8.6465 16.9453 13.6969 -0.2871
O -8.0975 16.1593 12.6704 -0.0978
H -8.3766 18.8891 14.5668 0.0854
H -7.6943 18.8322 12.9377 0.0603
H -6.8752 18.0847 14.1806 0.0527
H -9.7016 17.2103 13.6284 0.1284
H -8.3686 16.4993 14.6519 0.1201
H -7.1974 15.9704 12.9456 0.0369
C -5.7414 22.6667 15.0627 -0.0412
C -5.2501 23.1539 13.6574 -0.3281
O -3.8921 23.4048 13.5540 -0.0573
H -6.8206 22.5142 15.0479 0.0768
H -5.4242 23.3300 15.8674 0.0845
H -5.2601 21.7003 15.2131 0.0331
H -5.7760 24.0586 13.3523 0.1052
H -5.4651 22.4441 12.8586 0.0903
H -3.5792 22.9840 12.7499 0.0650
C -8.1822 14.7789 9.6081 -0.0839
C -9.6546 15.0284 9.9945 -0.3205
O -9.8129 16.3352 10.4170 -0.0718
H -7.9622 13.7115 9.5889 0.0741
H -7.5237 15.1713 10.3830 0.0444
H -7.8634 14.9980 8.5890 0.0565
H -10.0357 14.3089 10.7193 0.1174
H -10.3093 14.8517 9.1412 0.1127
H -9.1678 16.4055 11.1245 0.0242
C 0.0062 12.4214 10.3551 -0.0808
C -0.5529 13.1972 9.1989 -0.3465
O 0.1082 12.8671 7.9887 -0.0849
H 1.0676 12.6605 10.4217 0.0795
H -0.0982 11.3411 10.2538 0.0862
H -0.4540 12.7610 11.2830 0.0768
H -0.4911 14.2809 9.2985 0.0943
H -1.5624 12.8277 9.0183 0.1005
H -0.0336 11.9195 7.9293 0.0841
C 1.3156 15.6175 12.3205 -0.0636
C 1.7672 17.1197 12.2782 -0.2902
O 3.1011 17.5080 12.6631 -0.0445
H 0.9725 15.1533 13.2451 0.0735
H 2.1359 14.9797 11.9910 0.0713
H 0.4907 15.5340 11.6130 0.0470
H 0.9890 17.7300 12.7365 0.0947
H 1.7567 17.3658 11.2164 0.0930
H 3.5179 17.0038 11.9604 0.0759
```

Total charge ... +2
Frontier orbital gap ... 1.4 eV

***

# 5
Molecular formula: C16H36F5NNbO5SSi
Method: DFT, ωB97M-V/def2-TZVPD

The geometry in XYZ format:
```
66
Properties=species:S:1:pos:R:3:nbo_charge:R:1
C -1.8520 -3.8068 -1.3476 -0.6419
C -2.1546 -3.4960 -2.9632 -0.4195
C -0.9381 -2.6153 -3.5896 -0.4293
C -1.2894 -1.1123 -4.0941 -0.2264
N -2.5249 -0.4681 -3.5495 -0.9666
Nb -2.3071 0.4233 -1.6206 1.8771
C -2.1301 2.4914 -2.5780 -0.9518
C -0.6200 3.1289 -2.5752 -0.4190
C 0.2733 2.7256 -3.9090 -0.4897
C 1.8922 2.8922 -3.7129 0.6570
F 2.3724 4.2016 -4.2574 -0.3626
F 2.3750 2.7564 -2.3195 -0.3307
C 2.6614 1.7274 -4.6306 0.9362
F 2.5907 0.4359 -3.8567 -0.3313
F 4.1303 2.0499 -4.7519 -0.3396
F 2.0176 1.5881 -5.9889 -0.3345
C -2.0445 1.2626 0.5242 -0.9566
C -1.6717 0.0423 1.5742 -0.0899
O -0.5190 0.3255 2.4460 -0.9040
Si 1.0167 0.0862 1.6271 1.9060
C 1.4138 1.6083 0.4814 -1.1808
C 2.5157 -0.0418 2.8889 -1.1486
C 1.1149 -1.4822 0.5121 -1.1971
H -0.9585 -3.1300 -0.9382 0.2265
H -1.6625 -4.9409 -1.1305 0.1956
H -2.8085 -3.4467 -0.7415 0.2289
H -3.2373 -3.1064 -3.1609 0.2142
H -2.0992 -4.5724 -3.4776 0.1910
H 0.0046 -2.5426 -2.8622 0.2161
H -0.5296 -3.2129 -4.5393 0.1955
H -1.3855 -1.1419 -5.2830 0.1614
H -0.3201 -0.4447 -3.8932 0.2068
H -3.4018 -1.0063 -3.6939 0.3816
H -4.1229 0.7344 -1.5120 -0.4172
H -2.6343 -1.1806 -0.8447 -0.3698
H -0.5097 0.1364 -1.6413 -0.4769
H -2.8756 3.2949 -2.1099 0.2253
H -2.4617 2.3880 -3.7091 0.2158
H -0.0690 2.9376 -1.5564 0.2344
H -0.7607 4.3126 -2.6429 0.1899
H -0.0140 1.6689 -4.3210 0.2559
H -0.0470 3.5011 -4.7570 0.2464
H -3.1209 1.6896 0.8112 0.2317
H -1.3158 2.1768 0.5678 0.2233
H -2.6158 -0.0509 2.2988 0.1702
H -1.5811 -1.0179 1.0560 0.1928
H 2.5829 1.7251 0.3840 0.2319
H 0.8933 2.5694 0.9295 0.2401
H 1.0124 1.3152 -0.5857 0.2675
H 2.4283 0.9133 3.5799 0.2273
H 2.4848 -1.0226 3.5295 0.2549
H 3.4981 0.0659 2.2466 0.2332
H 0.3355 -2.3231 0.7835 0.2426
H 2.2019 -1.9755 0.5245 0.2359
H 0.9134 -1.2267 -0.6365 0.2673
C 0.9445 -0.8333 8.5681 -0.0998
C 0.7539 0.1877 7.4497 -0.1050
O 1.9480 0.1185 6.6738 -0.6666
S 2.5191 -1.4088 6.7152 2.4949
O 2.0754 -2.0890 5.5187 -0.8718
O 3.9018 -1.3685 7.1309 -0.8801
O 1.6163 -1.9381 7.9653 -0.6775
H 1.5868 -0.4350 9.3602 0.1856
H -0.0070 -1.1552 8.9998 0.2091
H 0.6002 1.1998 7.8314 0.2110
H -0.0856 -0.0884 6.8029 0.2037
```

Total charge ... -1
Frontier orbital gap ... 6.8 eV

***

# 6
Molecular formula: C16H36F6GaN2O7
Method: DFT, ωB97M-V/def2-TZVPD

The geometry in XYZ format:
```
68
Properties=species:S:1:pos:R:3:nbo_charge:R:1
C -2.0888 -3.3829 0.9327 -0.6462
C -0.9482 -2.3294 1.1893 -0.2211
N -0.1526 -2.0447 -0.0422 -1.0918
Ga 0.2448 -0.1425 0.0097 1.1103
C 0.8991 0.4496 1.9024 -0.6816
N 2.3985 0.4282 1.9702 -0.8915
C 1.5886 0.5110 -1.4195 0.1946
O 1.8491 1.7106 -1.4796 -0.5688
C 2.3789 -0.4425 -2.4747 0.5248
F 1.4505 -1.1114 -3.2814 -0.3372
F 3.1075 0.3913 -3.3150 -0.3388
C 3.2608 -1.5517 -1.7777 0.5805
F 3.4656 -1.1880 -0.4544 -0.3033
F 2.6195 -2.7641 -1.7884 -0.2902
C 4.6993 -1.7582 -2.3971 0.5635
F 5.1233 -3.0172 -1.9838 -0.3155
F 4.7319 -1.7815 -3.7703 -0.3090
C 5.7712 -0.7563 -1.7733 0.7266
O 6.8422 -1.1748 -1.3885 -0.5167
O 5.4873 0.5972 -1.6190 -0.6823
H -1.7138 -4.3259 0.4410 0.1868
H -2.6780 -3.6200 1.8656 0.1878
H -2.8383 -2.8696 0.2412 0.2242
H -1.4545 -1.3582 1.4841 0.1769
H -0.3008 -2.6333 2.0563 0.1634
H -0.8182 -2.1949 -0.8152 0.3410
H -1.1610 0.6275 -0.2182 -0.3566
H 0.4184 -0.2751 2.6230 0.1780
H 0.5549 1.4999 2.1011 0.2014
H 2.7875 1.2412 2.4494 0.3456
H 2.7536 -0.4396 2.3776 0.3411
H 6.2063 1.0644 -2.0912 0.4974
C -4.9641 -4.0357 -2.8269 -0.6319
C -3.9435 -2.9418 -3.0797 -0.0608
O -3.1319 -2.7406 -1.9302 -0.7170
H -5.5973 -3.7774 -1.9755 0.2125
H -5.5976 -4.1907 -3.7036 0.2023
H -4.4671 -4.9786 -2.5827 0.1966
H -4.4431 -1.9976 -3.3021 0.1768
H -3.2999 -3.2002 -3.9275 0.1542
H -2.6817 -3.5735 -1.7382 0.4694
C 2.8804 5.7738 1.4965 -0.6310
C 3.2066 4.2921 1.5470 -0.0592
O 2.0275 3.5149 1.4160 -0.7120
H 2.1816 6.0384 2.2934 0.2061
H 3.7843 6.3788 1.6047 0.1978
H 2.3986 6.0304 0.5491 0.1980
H 3.6684 4.0361 2.5025 0.1660
H 3.9002 4.0206 0.7438 0.1605
H 1.6257 3.7338 0.5651 0.4753
C -2.9632 2.3540 -3.5096 -0.6299
C -2.6620 2.3942 -2.0220 -0.0657
O -3.2897 1.3023 -1.3686 -0.7173
H -4.0418 2.3925 -3.6830 0.1967
H -2.4926 3.1933 -4.0283 0.1988
H -2.6003 1.4217 -3.9509 0.1989
H -3.0436 3.3164 -1.5794 0.1611
H -1.5834 2.3445 -1.8400 0.1854
H -2.9374 0.4908 -1.7570 0.4733
C -1.3480 -0.0045 5.9349 -0.6332
C -2.1981 0.5804 4.8226 -0.0580
O -2.0276 -0.1591 3.6232 -0.6996
H -0.2936 -0.0001 5.6504 0.2219
H -1.4665 0.5651 6.8603 0.1982
H -1.6247 -1.0453 6.1263 0.1907
H -1.9046 1.6113 4.6198 0.1808
H -3.2589 0.5711 5.0984 0.1433
H -2.2955 -1.0701 3.7974 0.4574
```

Total charge ... -1
Frontier orbital gap ... 6.3 eV